The following is a quantum chemistry calculation of a cluster of 10 separate species, C4H26NO9 in total at a distorted geometry, from OMol25.

Cartesian coordinates (Å):
C (2.391, -0.403, 3.151)
C (1.066, -0.089, 2.574)
C (0.807, -0.592, 1.359)
N (-0.523, -0.486, 0.860)
C (-0.867, -0.979, -0.255)
H (2.421, -0.277, 4.246)
H (2.637, -1.461, 3.237)
H (3.200, 0.211, 2.764)
H (0.214, 0.376, 3.054)
H (1.557, -1.153, 0.819)
H (-1.229, -0.125, 1.509)
H (-1.744, -0.734, -0.825)
H (-0.170, -1.511, -0.882)
H (2.791, 0.147, -2.913)
H (2.831, 1.511, -2.522)
O (2.204, 0.925, -2.960)
H (3.284, -2.410, -2.704)
H (1.766, -2.073, -2.958)
O (2.525, -1.908, -2.396)
H (-1.793, 3.272, -1.396)
H (-0.700, 3.515, -0.256)
O (-1.596, 3.696, -0.562)
H (-3.206, -2.347, -1.853)
H (-3.817, -2.197, -0.333)
O (-3.163, -2.567, -0.925)
H (1.849, 3.623, -0.612)
H (1.340, 2.069, -0.798)
O (1.168, 2.962, -0.502)
H (-0.587, -0.239, -3.452)
H (0.154, 0.775, -2.687)
O (-0.407, -0.005, -2.531)
H (-2.678, 1.103, 1.546)
H (-3.371, 0.747, 2.956)
O (-2.922, 0.412, 2.181)
H (-2.160, 3.182, 1.005)
H (-1.611, 3.436, 2.370)
O (-2.137, 2.775, 1.907)
H (0.537, -4.809, -0.987)
H (-0.289, -4.314, 0.268)
O (0.228, -4.057, -0.497)

Summary:
Net charge: +1
Relative energy (zero: lowest compared OMol25 entry of this formula, charge and spin) in kJ/mol: 344.3
HOMO-LUMO gap in eV: 9.8

=====

The following is a quantum chemistry calculation of a cluster of 10 separate species, C4H26O9 in total, from OMol25.

Cartesian coordinates (Å):
C (-2.624, -1.508, -0.428)
C (-1.269, -1.599, 0.196)
C (-0.177, -2.013, -0.444)
C (1.158, -2.159, 0.204)
H (-2.654, -1.629, -1.515)
H (-3.254, -2.305, -0.019)
H (-3.085, -0.548, -0.192)
H (-1.228, -1.284, 1.235)
H (-0.230, -2.346, -1.474)
H (1.405, -3.220, 0.332)
H (1.975, -1.737, -0.387)
H (1.210, -1.701, 1.188)
H (1.596, -2.123, -3.688)
H (1.891, -1.040, -2.604)
O (1.229, -1.352, -3.263)
H (1.004, 0.696, -3.799)
H (0.557, 1.721, -2.708)
O (1.234, 1.565, -3.406)
H (0.901, 1.345, 3.675)
H (-0.455, 1.129, 2.894)
O (0.472, 0.801, 2.983)
H (-0.120, -2.216, 3.710)
H (0.392, -0.770, 3.786)
O (0.316, -1.603, 4.293)
H (-0.672, 0.668, -1.258)
H (0.266, 1.760, -0.630)
O (-0.493, 1.615, -1.269)
H (1.391, 1.187, 1.084)
H (2.214, 1.135, -0.298)
O (1.652, 1.685, 0.287)
H (-2.163, 2.092, 1.826)
H (-2.210, 2.507, 3.292)
O (-1.961, 1.761, 2.741)
H (-1.730, 2.414, -0.367)
H (-3.271, 2.518, -0.195)
O (-2.443, 2.723, 0.247)
H (2.401, 0.920, -2.386)
H (3.847, 0.569, -1.895)
O (2.923, 0.343, -1.746)

Summary:
SMILES: C/C=C/C.O.O.O.O.O.O.O.O.O
Relative energy (zero: lowest compared OMol25 entry of this formula, charge and spin) in kJ/mol: 0.0
HOMO-LUMO gap in eV: 9.7

=====

The following is a quantum chemistry calculation of a cluster of 8 separate species, C4H27N2O7 in total at a distorted geometry, from OMol25.

Cartesian coordinates (Å):
C (1.869, -0.238, 2.092)
N (0.850, -1.154, 2.728)
C (1.554, 0.025, 0.567)
N (0.858, -1.242, -0.042)
C (2.547, 0.930, -1.688)
C (2.850, 0.332, -0.361)
H (2.824, -0.887, 2.031)
H (2.192, 0.692, 2.529)
H (1.235, -1.250, 3.827)
H (-0.060, -0.724, 2.543)
H (0.840, 0.793, 0.392)
H (0.330, -0.862, -0.858)
H (1.665, -1.764, -0.368)
H (0.339, -1.587, 0.856)
H (3.141, 0.476, -2.506)
H (2.851, 1.970, -1.703)
H (1.461, 0.942, -1.968)
H (3.362, -0.629, -0.546)
H (3.363, 1.024, 0.308)
H (-1.244, 3.425, -1.048)
H (-0.396, 2.784, 0.047)
O (-0.742, 2.681, -0.958)
H (-1.505, -1.951, 3.140)
H (-2.057, -2.421, 1.841)
O (-1.992, -1.625, 2.393)
H (-2.497, -2.465, -0.774)
H (-1.770, -3.782, -0.895)
O (-1.674, -2.897, -0.976)
H (-2.059, -0.389, 0.193)
H (-1.175, 0.522, -0.836)
O (-1.249, 0.132, 0.112)
H (-0.804, 1.734, 2.362)
H (-1.903, 1.776, 1.263)
O (-1.447, 2.234, 2.005)
H (-3.685, 0.345, -1.880)
H (-2.154, 0.026, -2.227)
O (-2.914, -0.061, -1.659)
H (-1.125, 0.682, -3.993)
H (-0.772, 1.703, -2.877)
O (-0.906, 0.701, -3.069)

Summary:
Net charge: +1
Relative energy (zero: lowest compared OMol25 entry of this formula, charge and spin) in kJ/mol: 401.6
HOMO-LUMO gap in eV: 11.1

=====

The following is a quantum chemistry calculation of a cluster of 9 separate species, C4H27N2O9 in total at a distorted geometry, from OMol25.

Cartesian coordinates (Å):
O (-0.591, 3.224, 0.774)
C (-1.222, 2.283, 0.466)
N (-2.365, 1.913, 1.153)
C (-0.583, 1.186, -0.381)
N (0.502, 1.811, -1.244)
C (-0.077, 2.508, -2.468)
C (0.109, 0.329, 0.623)
H (-2.832, 2.553, 1.829)
H (-3.092, 1.317, 0.895)
H (-1.289, 0.563, -0.932)
H (0.893, 2.640, -0.639)
H (1.410, 1.249, -1.262)
H (0.335, 2.129, -3.383)
H (-1.134, 2.591, -2.807)
H (0.229, 3.606, -2.381)
H (-0.742, -0.337, 1.153)
H (0.654, -0.568, 0.237)
H (0.804, 0.868, 1.315)
H (2.277, 0.121, 3.123)
H (1.099, -0.165, 4.060)
O (1.506, -0.549, 3.204)
H (-3.158, -2.760, 2.352)
H (-1.932, -3.517, 2.081)
O (-2.432, -2.844, 1.696)
H (-2.801, -0.121, -4.105)
H (-1.415, -0.688, -3.528)
O (-2.112, -0.057, -3.308)
H (1.363, -2.475, 0.872)
H (0.823, -2.312, 2.208)
O (1.171, -2.993, 1.598)
H (3.091, 2.452, 2.499)
H (4.130, 1.388, 2.082)
O (3.136, 1.492, 2.222)
H (0.190, -3.481, -0.352)
H (0.588, -4.798, -0.972)
O (-0.101, -4.143, -0.949)
H (-0.346, -3.161, -3.243)
H (-1.804, -2.915, -2.823)
O (-1.097, -2.583, -3.300)
H (2.764, 0.720, 0.625)
H (3.854, 0.859, -0.606)
O (2.984, 0.997, -0.324)

Summary:
Net charge: +1
Relative energy (zero: lowest compared OMol25 entry of this formula, charge and spin) in kJ/mol: 353.2
HOMO-LUMO gap in eV: 10.8

=====

The following is a quantum chemistry calculation of a structure of composition C4H28HgO11 at a distorted geometry, from OMol25.

Cartesian coordinates (Å):
Hg (3.726, -0.265, 1.072)
C (3.429, 4.046, 0.778)
C (2.937, 2.765, -0.058)
O (3.883, 1.763, -0.156)
H (2.531, 4.663, 0.807)
H (4.229, 4.552, 0.238)
H (3.870, 3.784, 1.740)
H (2.650, 3.233, -0.999)
H (1.979, 2.386, 0.297)
C (-0.767, -1.267, -0.069)
C (0.610, -0.671, -0.415)
O (1.554, -1.149, 0.556)
H (-1.204, -0.938, 0.874)
H (-0.887, -2.348, -0.147)
H (-1.480, -0.788, -0.740)
H (0.380, 0.392, -0.485)
H (0.924, -1.082, -1.374)
O (0.898, -3.852, 0.685)
H (-0.059, -3.840, 0.701)
H (1.148, -2.933, 0.592)
O (0.631, -1.775, 3.201)
H (0.318, -0.881, 3.337)
H (0.863, -1.809, 2.273)
O (0.313, 0.877, 2.593)
H (0.216, 0.465, 1.734)
H (0.785, 1.691, 2.417)
O (-3.622, 0.320, 0.788)
H (-3.573, -0.444, 0.214)
H (-4.354, 0.832, 0.445)
O (-1.491, 2.261, 0.465)
H (-2.174, 1.650, 0.741)
H (-1.514, 2.959, 1.121)
O (0.095, -1.810, -4.417)
H (0.340, -0.986, -3.996)
H (0.928, -2.244, -4.599)
O (-4.145, -1.998, -2.826)
H (-3.520, -1.375, -3.194)
H (-3.853, -2.127, -1.923)
O (-1.832, -4.384, 0.717)
H (-1.731, -5.191, 0.212)
H (-2.682, -4.037, 0.448)
O (-0.265, 3.368, -1.528)
H (-0.708, 2.752, -0.945)
H (0.624, 3.433, -1.177)

Summary:
2S+1: 2
Expectation value of S²: 1.30
Net charge: +1
HOMO-LUMO gap (alpha / beta) in eV: 5.8 / 5.8

=====

The following is a quantum chemistry calculation of a cluster of 10 separate species, C4H28NO11 in total at a distorted geometry, from OMol25.

Cartesian coordinates (Å):
O (3.157, 0.798, 0.712)
C (2.505, 0.048, -0.011)
O (2.917, -1.133, -0.620)
C (1.114, 0.307, -0.706)
C (0.248, 1.574, -0.174)
C (-0.242, 2.275, -1.401)
N (0.207, -0.989, -0.487)
H (3.799, -1.240, -0.737)
H (1.424, 0.572, -1.769)
H (1.050, 2.138, 0.297)
H (-0.399, 1.269, 0.680)
H (0.628, 2.266, -2.119)
H (-0.747, 3.262, -1.223)
H (-1.160, 1.620, -1.776)
H (0.617, -1.557, 0.316)
H (0.584, -1.491, -1.288)
H (-0.805, -0.790, -0.337)
H (-1.581, 1.667, 3.905)
H (-0.895, 2.339, 2.627)
O (-1.383, 1.545, 2.841)
H (0.246, -0.907, -3.972)
H (-1.016, -0.649, -3.079)
O (-0.015, -0.532, -3.149)
H (-0.052, 0.479, 2.411)
H (1.434, 0.351, 2.597)
O (0.728, -0.021, 2.091)
H (-2.156, 0.372, 1.662)
H (-3.256, 0.726, 0.727)
O (-2.679, 0.025, 0.848)
H (2.293, -2.159, 2.653)
H (2.467, -2.354, 1.087)
O (1.895, -2.623, 1.904)
H (-3.805, -1.111, 0.347)
H (-5.075, -1.550, -0.698)
O (-4.479, -0.923, -0.407)
H (0.935, 4.233, 3.026)
H (1.679, 3.214, 2.093)
O (0.801, 3.313, 2.599)
H (-3.351, 1.116, -2.442)
H (-3.885, -0.110, -2.289)
O (-3.160, 0.322, -2.870)
H (1.316, -4.139, -1.460)
H (0.078, -3.774, -2.422)
O (0.521, -3.533, -1.654)

Summary:
Net charge: +1
Relative energy (zero: lowest compared OMol25 entry of this formula, charge and spin) in kJ/mol: 430.9
HOMO-LUMO gap in eV: 11.3